Computed, not measured: a structure of composition C8H9ClSi in a non-equilibrium geometry, with the ωB97M-V functional and the def2-TZVPD basis.

```
19
Properties=species:S:1:pos:R:3:forces:R:3:lowdin_charge:R:1
C 0.020 -0.525 1.300 -0.745 0.687 2.289 -0.35
C 1.161 -1.065 1.596 -1.891 0.309 -0.441 0.13
C 3.241 -0.470 -0.176 0.110 -0.681 -0.465 -0.21
C 4.291 0.115 -0.051 -0.922 0.279 -0.133 -0.71
C -0.850 0.680 1.557 1.868 1.765 -0.466 -0.08
C -0.837 1.262 0.075 -1.323 -1.927 -1.359 -0.17
C 0.253 0.521 -0.723 -0.897 -1.565 -0.856 -0.16
C 0.169 -0.934 -0.128 4.589 3.706 1.955 -0.30
Si 1.938 -1.789 -0.152 1.194 -1.216 -1.807 0.47
Cl 5.478 1.212 0.123 0.641 0.204 0.067 0.70
H -1.920 0.627 1.724 0.148 -0.760 0.998 0.10
H -0.250 1.356 2.349 -1.808 -1.306 -1.825 0.16
H -1.817 1.181 -0.498 0.747 -0.572 1.179 0.13
H -0.708 2.271 0.027 0.807 2.931 0.240 0.06
H 0.238 0.391 -1.829 -0.819 0.638 0.573 0.13
H 1.163 1.044 -0.560 1.209 -0.172 0.555 0.09
H -0.594 -1.517 -0.365 -3.134 -2.823 -1.596 0.08
H 2.631 -2.833 0.596 -0.102 -0.540 0.043 -0.04
H 1.741 -2.572 -1.549 0.327 1.042 1.048 -0.02
```
Forces are in eV/Å.

Results
2S+1 = 1
Energy relative to the best compared isomer or geometry (same formula, charge and spin) = 703.3 kJ/mol
Max |F| = 6.214 eV/Å
Energy = -28834.5745 eV
Frontier orbital gap = 9.25 eV